[1]
Here is a 13-piece molecular cluster, C26H78O13 overall from the Open Molecules 2025 dataset. Energies are from the ωB97M-V functional and the def2-TZVPD basis.

```
! wB97M-V def2-TZVPD RIJCOSX def2/J DEFGRID3
* xyz 0 1
C 4.348 -1.920 -5.914
C 5.782 -2.492 -5.744
O 6.505 -2.366 -6.979
H 4.517 -0.994 -6.463
H 3.774 -1.886 -4.988
H 3.911 -2.602 -6.643
H 5.615 -3.538 -5.486
H 6.311 -2.003 -4.926
H 6.612 -3.300 -7.173
C -0.013 -0.842 0.651
C -0.479 0.214 -0.255
O -1.826 0.545 0.080
H 1.066 -0.993 0.616
H -0.342 -1.799 0.246
H -0.384 -0.672 1.662
H -0.337 -0.075 -1.297
H 0.203 1.034 -0.029
H -2.100 1.339 -0.384
C -3.392 1.344 -5.739
C -2.318 2.109 -6.434
O -2.276 3.416 -5.936
H -4.299 1.888 -6.001
H -3.429 1.234 -4.655
H -3.539 0.302 -6.025
H -2.608 2.103 -7.484
H -1.289 1.769 -6.317
H -1.933 3.901 -6.691
C 3.507 -0.418 6.843
C 3.476 0.217 8.254
O 4.374 -0.362 9.013
H 3.312 -1.481 6.984
H 4.428 -0.152 6.325
H 2.670 -0.127 6.209
H 2.489 0.141 8.709
H 3.630 1.295 8.194
H 4.498 0.020 9.885
C 5.090 3.737 -4.102
C 4.036 3.325 -3.067
O 4.600 2.936 -1.860
H 4.650 4.354 -4.885
H 5.503 2.820 -4.523
H 5.815 4.247 -3.467
H 3.466 2.440 -3.353
H 3.422 4.212 -2.914
H 4.129 3.435 -1.188
C -6.299 -0.638 4.462
C -6.408 -2.132 4.185
O -6.257 -2.740 5.507
H -5.718 -0.436 5.362
H -7.227 -0.105 4.668
H -5.743 -0.192 3.637
H -5.650 -2.299 3.419
H -7.217 -2.638 3.659
H -5.984 -3.651 5.378
C 2.709 -6.162 -2.461
C 1.630 -7.184 -1.982
O 1.691 -7.387 -0.687
H 2.550 -5.212 -1.951
H 2.573 -6.199 -3.542
H 3.673 -6.575 -2.164
H 1.765 -8.150 -2.468
H 0.668 -6.741 -2.240
H 2.511 -7.838 -0.472
C -10.521 2.997 -3.011
C -9.033 3.295 -2.809
O -8.259 2.186 -2.441
H -11.065 3.045 -2.068
H -10.733 2.027 -3.461
H -10.999 3.822 -3.538
H -8.873 4.080 -2.070
H -8.528 3.488 -3.756
H -7.306 2.307 -2.440
C 7.904 -0.959 0.852
C 8.859 0.245 0.580
O 8.551 0.636 -0.749
H 8.011 -1.260 1.894
H 8.234 -1.841 0.303
H 6.868 -0.677 0.664
H 9.906 -0.041 0.678
H 8.435 0.971 1.274
H 7.605 0.791 -0.798
C -2.219 7.026 -1.157
C -3.520 6.416 -1.454
O -3.452 5.082 -1.796
H -1.901 6.693 -0.169
H -2.324 8.110 -1.191
H -1.580 6.768 -2.001
H -4.137 6.958 -2.170
H -4.180 6.617 -0.610
H -3.001 5.078 -2.644
C -4.743 -5.888 -1.999
C -4.111 -5.171 -3.206
O -5.169 -4.814 -4.044
H -5.305 -6.803 -2.186
H -5.308 -5.097 -1.506
H -3.938 -6.179 -1.325
H -3.331 -5.787 -3.655
H -3.638 -4.279 -2.797
H -5.896 -4.374 -3.598
C -1.879 -4.795 8.211
C -1.705 -3.348 8.124
O -2.838 -2.656 8.595
H -2.844 -5.074 7.788
H -1.817 -5.094 9.257
H -1.030 -5.301 7.752
H -1.518 -3.035 7.097
H -0.786 -3.160 8.679
H -3.651 -2.852 8.124
C 4.996 6.388 3.132
C 4.864 4.922 3.538
O 3.740 4.295 2.939
H 4.868 6.489 2.055
H 5.969 6.809 3.385
H 4.252 6.974 3.672
H 4.904 4.683 4.601
H 5.680 4.399 3.039
H 3.047 4.812 3.355
*
```

For the molar mass, the calculation gives 598.90 u. The value obtained for the HOMO-LUMO gap is 9.9 eV. The relative energy (zero: lowest compared OMol25 entry of this formula, charge and spin) comes out at 176.4 kcal per mole. The electronic energy is -54836.0208 eV. The value obtained for the max |F| is 0.1000 hartree/bohr. Its LUMO energy is 0.1 eV.

=====

[2]
Here is a 13-piece molecular cluster, C26H78O13S13 overall from the Open Molecules 2025 dataset. Energies are from the ωB97M-V functional and the def2-TZVPD basis.

```
! wB97M-V def2-TZVPD RIJCOSX def2/J DEFGRID3
* xyz 0 1
C -14.567 16.471 1.347
S -13.144 16.463 0.223
O -13.021 17.796 -0.484
C -11.781 16.421 1.450
H -14.749 15.517 1.845
H -15.452 16.720 0.767
H -14.392 17.180 2.160
H -10.803 16.515 0.985
H -11.703 15.463 1.975
H -11.947 17.160 2.236
C -13.113 22.145 3.652
S -13.412 20.387 3.363
O -14.880 20.158 3.088
C -12.574 20.299 1.755
H -13.006 22.606 2.669
H -12.165 22.365 4.139
H -13.935 22.522 4.255
H -13.109 20.888 1.007
H -12.504 19.298 1.328
H -11.538 20.646 1.817
C -13.917 20.439 -7.251
S -13.807 21.212 -5.627
O -12.361 21.081 -5.187
C -14.277 22.912 -6.002
H -13.892 19.368 -7.037
H -13.146 20.789 -7.930
H -14.943 20.521 -7.616
H -13.555 23.592 -6.451
H -14.760 23.302 -5.105
H -15.091 22.882 -6.735
C -4.061 16.582 -0.740
S -4.631 17.886 0.414
O -3.398 18.199 1.237
C -4.860 19.271 -0.724
H -4.435 16.848 -1.730
H -4.525 15.647 -0.436
H -2.976 16.543 -0.725
H -5.103 20.113 -0.070
H -5.651 19.098 -1.449
H -3.906 19.599 -1.140
C -6.068 14.236 2.325
S -7.865 14.154 2.071
O -8.429 13.138 3.021
C -8.364 15.846 2.662
H -5.730 14.473 3.334
H -5.697 15.020 1.668
H -5.806 13.209 2.081
H -9.348 15.779 3.129
H -8.411 16.465 1.772
H -7.740 16.137 3.506
C -14.909 24.070 -0.645
S -15.051 22.425 -1.404
O -15.656 22.626 -2.780
C -13.240 22.373 -1.695
H -15.828 24.645 -0.560
H -14.042 24.587 -1.042
H -14.672 23.882 0.412
H -13.023 21.362 -2.066
H -12.607 22.482 -0.813
H -12.848 22.999 -2.499
C -8.239 22.921 1.003
S -9.024 23.421 2.565
O -10.368 22.733 2.490
C -7.996 22.318 3.618
H -8.236 21.835 0.954
H -7.254 23.380 0.929
H -8.923 23.306 0.248
H -6.968 22.389 3.255
H -8.280 21.267 3.585
H -8.007 22.627 4.663
C -14.433 17.633 -4.137
S -12.848 17.144 -3.368
O -12.867 15.645 -3.184
C -11.842 17.628 -4.783
H -14.555 18.710 -4.102
H -15.234 17.014 -3.734
H -14.428 17.222 -5.155
H -12.016 16.943 -5.621
H -10.764 17.588 -4.632
H -12.128 18.647 -5.051
C -8.917 14.623 -3.363
S -7.488 15.700 -3.764
O -7.089 16.385 -2.493
C -6.189 14.440 -4.100
H -9.722 15.352 -3.254
H -8.657 14.107 -2.444
H -9.219 14.023 -4.220
H -6.634 13.529 -4.498
H -5.557 14.250 -3.236
H -5.581 14.872 -4.895
C -5.526 18.056 -5.881
S -5.303 19.037 -4.385
O -4.034 19.781 -4.624
C -6.577 20.286 -4.637
H -4.875 17.191 -5.767
H -5.319 18.723 -6.713
H -6.542 17.657 -5.913
H -6.492 20.984 -3.801
H -7.523 19.794 -4.393
H -6.535 20.794 -5.595
C -9.189 18.369 -1.249
S -10.298 19.792 -1.327
O -9.795 20.973 -0.511
C -10.012 20.309 -3.074
H -8.227 18.704 -1.639
H -9.579 17.574 -1.881
H -9.079 18.037 -0.220
H -10.862 20.936 -3.332
H -9.863 19.454 -3.726
H -9.130 20.939 -2.956
C -10.855 24.805 -5.452
S -9.685 25.121 -4.115
O -10.470 25.015 -2.848
C -8.723 23.598 -4.329
H -10.292 24.720 -6.392
H -11.508 25.627 -5.743
H -11.375 23.861 -5.291
H -9.257 22.855 -4.929
H -8.682 23.082 -3.364
H -7.694 23.749 -4.643
C -7.832 19.077 -8.216
S -9.088 18.051 -7.438
O -8.867 18.186 -5.959
C -10.505 19.180 -7.704
H -8.163 19.425 -9.198
H -6.969 18.477 -8.520
H -7.465 19.860 -7.559
H -11.460 18.702 -7.493
H -10.606 19.482 -8.749
H -10.340 20.005 -7.012
*
```

For the molar mass, the calculation gives 1015.77 u. The value obtained for the HOMO-LUMO gap is 7.9 eV. The relative energy (zero: lowest compared OMol25 entry of this formula, charge and spin) comes out at 48.1 kcal per mole. The electronic energy is -195690.2045 eV. The value obtained for the max |F| is 0.0410 hartree/bohr. Its LUMO energy is -0.2 eV.

=====

[3]
Here is C27H10F15GeIN3O3PmS as an isolated structure from the Open Molecules 2025 dataset. Energies are from the ωB97M-V functional and the def2-TZVPD basis.

```
! wB97M-V def2-TZVPD RIJCOSX def2/J DEFGRID3
* xyz 0 5
Pm 1.013 1.394 0.130
N 1.722 2.595 2.464
C 1.311 4.005 2.415
C 0.905 4.225 0.965
O 1.814 3.898 0.082
N -0.385 4.371 0.802
C -0.816 4.406 -0.571
C -0.682 2.935 -1.089
O 0.240 2.662 -1.957
O -1.478 2.042 -0.586
H 1.430 2.072 3.278
H 2.729 2.537 2.356
H 2.185 4.665 2.616
H 0.508 4.201 3.139
H -0.248 5.096 -1.198
H -1.904 4.585 -0.576
F 1.878 -0.825 0.873
C 1.527 -2.173 1.145
C 0.220 -2.559 0.927
C -0.069 -3.898 0.766
F -1.263 -4.246 0.206
C 0.837 -4.885 1.164
F 0.499 -6.177 1.012
C 2.151 -4.459 1.487
F 3.084 -5.399 1.672
C 2.497 -3.086 1.435
F 3.788 -2.724 1.528
Ge -1.318 -1.306 0.715
S -0.737 0.289 2.034
C -3.000 -1.837 1.663
C -2.941 -2.838 2.626
F -1.724 -3.157 3.171
C -4.105 -3.485 3.040
F -3.998 -4.504 3.909
C -5.357 -3.029 2.597
F -6.508 -3.624 3.012
C -5.413 -1.906 1.748
F -6.604 -1.439 1.361
C -4.229 -1.297 1.312
F -4.248 -0.162 0.580
C -1.403 -1.281 -1.338
C -0.402 -0.801 -2.151
F 0.778 -0.313 -1.517
C -0.486 -0.716 -3.513
F 0.549 -0.370 -4.303
C -1.710 -1.047 -4.135
F -1.802 -1.035 -5.485
C -2.764 -1.554 -3.358
F -3.861 -2.009 -3.973
C -2.553 -1.711 -2.002
F -3.503 -2.348 -1.274
I 2.382 3.657 -4.347
C 3.433 2.763 -2.745
C 4.518 3.359 -2.070
C 5.063 2.708 -0.958
C 4.394 1.608 -0.452
N 3.314 1.067 -1.057
C 2.965 1.543 -2.284
H 4.859 4.328 -2.401
H 5.951 3.107 -0.496
H 4.736 1.111 0.449
H 2.233 0.971 -2.843
*
```

For the molar mass, the calculation gives 1085.95 u. The value obtained for the HOMO-LUMO gap (alpha / beta) is 7.7 / 7.9 eV. The relative energy (zero: lowest compared OMol25 entry of this formula, charge and spin) comes out at 19.6 kcal per mole. The electronic energy is -171541.0122 eV. The value obtained for the max |F| is 0.0614 hartree/bohr. As for the expectation value of S²: 6.007. Its LUMO energy (alpha / beta) is -0.7 / -0.6 eV.

=====

[4]
Here is C27H15F8MoNO2S5 as an isolated structure from the Open Molecules 2025 dataset. Energies are from the ωB97M-V functional and the def2-TZVPD basis.

```
! wB97M-V def2-TZVPD RIJCOSX def2/J DEFGRID3
* xyz 0 3
Mo -0.245 -0.434 0.800
S -0.393 1.062 -1.183
C -1.328 0.100 -2.352
C -1.678 0.734 -3.535
C -2.264 0.009 -4.561
C -2.501 -1.347 -4.400
C -2.164 -1.978 -3.214
C -1.560 -1.264 -2.192
S -1.231 -2.092 -0.647
C 0.256 -3.125 -0.910
C 1.567 -2.439 -0.654
C 2.752 -2.990 -1.123
C 3.931 -2.301 -0.930
C 3.900 -1.051 -0.323
C 2.693 -0.554 0.118
C 2.579 0.884 0.564
S 1.269 1.117 1.832
C 0.579 2.732 1.457
C 1.326 3.862 1.759
C 0.789 5.127 1.580
C -0.513 5.267 1.124
C -1.266 4.142 0.829
C -0.729 2.871 0.988
S -1.749 1.478 0.458
N 1.561 -1.285 0.022
H -1.461 1.787 -3.654
H -2.526 0.504 -5.486
H -2.958 -1.916 -5.198
H -2.366 -3.032 -3.079
H 0.254 -3.567 -1.904
H 0.107 -3.922 -0.174
H 2.730 -3.921 -1.670
H 4.865 -2.705 -1.294
H 4.795 -0.453 -0.231
H 2.302 1.468 -0.320
H 3.534 1.240 0.944
H 2.328 3.747 2.152
H 1.383 6.000 1.812
H -0.942 6.250 0.996
H -2.279 4.242 0.463
F -4.823 -0.207 6.420
C -3.858 -0.585 5.581
C -3.036 0.357 4.989
F -3.203 1.654 5.264
C -2.037 -0.049 4.123
F -1.258 0.920 3.610
C -1.820 -1.383 3.792
S -0.574 -1.958 2.691
C -2.661 -2.304 4.415
F -2.525 -3.609 4.166
C -3.662 -1.925 5.293
F -4.447 -2.845 5.856
F 3.068 0.330 -5.038
C 3.184 -0.321 -3.866
F 4.121 0.324 -3.143
F 3.674 -1.541 -4.131
C 1.808 -0.374 -3.133
O 1.189 -1.434 -3.197
O 1.513 0.702 -2.557
*
```

For the molar mass, the calculation gives 793.68 u. The value obtained for the HOMO-LUMO gap (alpha / beta) is 6.4 / 6.4 eV. The relative energy (zero: lowest compared OMol25 entry of this formula, charge and spin) comes out at 37.6 kcal per mole. The electronic energy is -111600.3497 eV. The value obtained for the max |F| is 0.0047 hartree/bohr. As for the expectation value of S²: 2.014. Its LUMO energy (alpha / beta) is -0.7 / -0.7 eV.

=====

[5]
Here is C27H16Br6F3NO6Rh as an isolated structure from the Open Molecules 2025 dataset. Energies are from the ωB97M-V functional and the def2-TZVPD basis.

```
! wB97M-V def2-TZVPD RIJCOSX def2/J DEFGRID3
* xyz -1 5
Rh 0.274 -0.369 -1.877
Br -3.963 -3.520 -1.260
C -3.985 -1.663 -1.621
C -5.212 -0.996 -1.678
C -5.266 0.352 -1.899
Br -6.968 1.209 -1.935
C -4.080 1.100 -2.082
C -4.021 2.498 -2.279
C -2.811 3.108 -2.432
C -1.635 2.335 -2.413
N -1.654 1.034 -2.241
C -2.846 0.407 -2.054
C -2.754 -1.017 -1.785
O -1.623 -1.588 -1.694
H -6.125 -1.557 -1.536
H -4.940 3.068 -2.297
H -2.739 4.179 -2.574
H -0.664 2.790 -2.557
Br 5.236 4.862 -2.349
C 4.415 3.174 -2.202
C 5.213 2.019 -1.897
Br 7.079 2.202 -1.707
C 4.628 0.790 -1.748
Br 5.592 -0.768 -1.336
C 3.208 0.621 -1.875
O 2.621 -0.461 -1.688
C 2.403 1.793 -2.247
O 1.174 1.627 -2.416
C 3.058 3.057 -2.373
Br 1.943 4.521 -2.780
C 1.168 -0.444 6.612
C 0.777 -0.399 5.159
C 1.542 0.296 4.233
C 1.206 0.346 2.885
C 2.118 1.090 1.939
C 0.050 -0.335 2.465
C -0.383 -0.320 1.062
O 0.008 0.475 0.229
C -0.725 -1.072 3.382
C -1.952 -1.848 2.957
C -0.352 -1.081 4.715
H 1.965 0.267 6.831
H 1.522 -1.441 6.886
H 0.315 -0.214 7.253
H 2.439 0.810 4.566
H 3.041 1.359 2.452
H 1.645 1.998 1.562
H 2.363 0.485 1.065
H -1.124 -1.072 0.751
H -1.714 -2.604 2.206
H -2.720 -1.200 2.530
H -2.386 -2.356 3.818
H -0.951 -1.640 5.429
F 1.757 -4.978 -2.163
C 1.021 -4.284 -3.042
F -0.178 -4.886 -3.122
F 1.612 -4.406 -4.237
C 0.846 -2.807 -2.633
O 0.672 -1.988 -3.554
O 0.860 -2.559 -1.404
*
```

For the molar mass, the calculation gives 1089.75 u. The value obtained for the HOMO-LUMO gap (alpha / beta) is 6.9 / 5.5 eV. The relative energy (zero: lowest compared OMol25 entry of this formula, charge and spin) comes out at 3.3 kcal per mole. The electronic energy is -473452.2580 eV. The value obtained for the max |F| is 0.0118 hartree/bohr. As for the expectation value of S²: 6.026. Its LUMO energy (alpha / beta) is 1.9 / 0.6 eV.

=====

[6]
Here is C27H16ClN5O6Zr as an isolated structure from the Open Molecules 2025 dataset. Energies are from the ωB97M-V functional and the def2-TZVPD basis.

```
! wB97M-V def2-TZVPD RIJCOSX def2/J DEFGRID3
* xyz 0 1
Zr 0.033 0.328 -0.083
O -1.348 2.305 -3.561
C -1.035 1.539 -2.671
N -0.731 1.811 -1.370
C -0.602 3.135 -0.858
C -0.720 4.301 -1.607
C -0.529 5.539 -1.010
C -0.218 5.625 0.334
C -0.098 4.472 1.098
C -0.289 3.225 0.517
N -0.149 1.977 1.189
C 0.035 1.856 2.536
O 0.040 2.727 3.382
C 0.246 0.418 2.981
C 0.414 0.138 4.324
C 0.624 -1.174 4.708
C 0.656 -2.164 3.736
C 0.472 -1.802 2.418
N 0.272 -0.538 2.048
C -0.969 0.057 -2.994
C -1.458 -0.404 -4.202
C -1.386 -1.757 -4.472
C -0.821 -2.605 -3.527
C -0.353 -2.064 -2.350
N -0.424 -0.757 -2.088
H -0.959 4.231 -2.655
H -0.624 6.436 -1.608
H -0.064 6.590 0.800
H 0.139 4.535 2.147
H 0.380 0.960 5.025
H 0.761 -1.425 5.752
H 0.820 -3.201 3.990
H 0.483 -2.540 1.627
H -1.881 0.313 -4.890
H -1.765 -2.153 -5.406
H -0.743 -3.669 -3.700
H 0.095 -2.686 -1.587
O 3.919 -0.242 -0.742
Cl 2.587 0.032 -0.400
O 2.413 0.685 0.872
O 1.892 0.864 -1.380
O 1.765 -1.196 -0.330
N -7.980 -5.934 -0.013
C -7.112 -5.183 0.042
C -6.022 -4.244 0.107
C -6.263 -2.882 -0.063
C -5.215 -1.984 -0.009
C -3.910 -2.430 0.216
C -3.680 -3.798 0.393
C -4.725 -4.699 0.338
C -2.817 -1.504 0.246
C -1.889 -0.716 0.253
H -7.273 -2.539 -0.238
H -5.394 -0.925 -0.142
H -2.671 -4.143 0.575
H -4.548 -5.757 0.473
*
```

For the molar mass, the calculation gives 633.13 u. The value obtained for the HOMO-LUMO gap is 7.1 eV. The relative energy (zero: lowest compared OMol25 entry of this formula, charge and spin) comes out at 19.1 kcal per mole. The electronic energy is -61792.4570 eV. The value obtained for the max |F| is 0.0387 hartree/bohr. Its LUMO energy is -0.9 eV.